No. 1
Below is the molecule C2H3F at a distorted geometry, with properties calculated with ωB97M-V/def2-TZVPD.

XYZ file:
```
6
Properties=species:S:1:pos:R:3:nbo_charge:R:1
F -1.27 -0.85 0.77 -0.343
C 0.32 0.64 -0.03 -0.506
C -0.26 -0.57 -0.07 0.237
H 0.05 -1.47 -0.60 0.176
H 0.16 1.39 0.77 0.224
H 0.99 0.86 -0.84 0.212
```

For the HOMO energy, the calculation gives -0.363 Eh. The value obtained for the HOMO-LUMO gap is 0.410 hartree. The spin multiplicity is 1. Its max |F| is 2.0 eV Å⁻¹. As for the SMILES: C=CF.

=====

No. 2
Below is a structure of composition C5H11N2S at a distorted geometry, with properties calculated with ωB97M-V/def2-TZVPD.

XYZ file:
```
19
Properties=species:S:1:pos:R:3:nbo_charge:R:1
S -1.82 -0.23 0.47 0.347
N 0.84 -0.18 1.02 -0.501
N 0.38 -0.62 -1.14 -0.319
C -0.36 -0.80 -2.44 -0.406
C -0.10 -0.18 0.05 0.291
C 1.76 -0.57 -0.95 -0.051
C 2.05 -0.27 0.34 -0.056
C -1.88 0.22 2.21 -0.779
H -1.27 -0.16 -2.30 0.243
H -0.60 -1.90 -2.48 0.246
H -2.95 0.43 2.42 0.280
H -1.78 -0.67 2.81 0.245
H 2.48 -0.93 -1.73 0.262
H -1.18 1.08 2.55 0.243
H 0.28 -0.47 -3.28 0.252
H 0.12 2.94 -0.20 0.077
H 0.81 0.29 1.91 0.453
H 2.96 -0.13 0.77 0.246
H 0.25 2.14 -0.02 -0.075
```

For the HOMO energy, the calculation gives -0.475 Eh. The value obtained for the HOMO-LUMO gap is 0.353 hartree. The spin multiplicity is 1. Its max |F| is 3.8 eV Å⁻¹. Its total charge is +1.

=====

No. 3
Below is a cluster of 2 separate species, C3H7N2P in total at a distorted geometry, with properties calculated with ωB97M-V/def2-TZVPD.

XYZ file:
```
13
Properties=species:S:1:pos:R:3:nbo_charge:R:1
P 1.78 -0.44 0.55 0.244
N -0.37 2.12 2.78 -0.732
N -0.01 -2.38 -0.29 -0.631
C 0.69 2.08 2.32 0.284
C 0.34 -1.18 -0.38 0.077
C -0.44 -0.27 -1.28 -0.676
H -0.84 0.57 -0.72 0.221
H 0.99 -0.06 1.63 -0.007
H -1.25 -0.82 -1.74 0.231
H 0.56 -2.96 0.32 0.337
H -1.25 2.16 3.24 0.448
H 1.70 0.82 -0.03 -0.017
H 0.22 0.12 -2.05 0.223
```

For the HOMO energy, the calculation gives -0.339 Eh. The value obtained for the HOMO-LUMO gap is 0.372 hartree. The spin multiplicity is 1. Its max |F| is 1.1 eV Å⁻¹.

=====

No. 4
Below is the molecule C13H10ClF at a distorted geometry, with properties calculated with ωB97M-V/def2-TZVPD.

XYZ file:
```
25
Properties=species:S:1:pos:R:3:nbo_charge:R:1
Cl 0.75 -0.29 1.49 -0.104
F 4.28 -2.67 6.48 -0.330
C 0.31 2.67 2.45 -0.190
C 3.69 -0.49 5.91 -0.282
C 1.42 0.60 3.02 -0.193
C 1.96 -1.51 3.98 -0.167
C 2.99 0.40 5.11 -0.179
C 0.26 4.07 2.40 -0.210
C 3.46 -1.85 5.78 0.388
C 2.20 -0.11 4.00 -0.114
C 2.49 4.24 3.35 -0.204
C 1.49 2.04 2.90 -0.013
C 2.59 -2.38 4.84 -0.274
C 2.57 2.85 3.39 -0.230
C 1.33 4.83 2.84 -0.207
H 0.24 0.10 3.18 0.283
H -0.59 2.09 2.19 0.224
H 1.30 -1.93 3.22 0.227
H -0.63 4.55 1.99 0.218
H 2.48 -3.46 4.73 0.235
H 3.52 2.38 3.75 0.223
H 4.47 -0.10 6.56 0.236
H 3.11 1.49 5.28 0.227
H 1.32 5.91 2.79 0.216
H 3.37 4.81 3.67 0.220
```

For the HOMO energy, the calculation gives -0.301 Eh. The value obtained for the HOMO-LUMO gap is 0.300 hartree. The spin multiplicity is 1. Its max |F| is 5.5 eV Å⁻¹. As for the SMILES: Fc1ccc([C@H](Cl)c2ccccc2)cc1.

=====

No. 5
Below is a structure of composition C30H45B2F4IN4O4RbSb at a distorted geometry, with properties calculated with ωB97M-V/def2-TZVPD.

XYZ file:
```
92
Properties=species:S:1:pos:R:3:lowdin_charge:R:1
I -1.10 1.73 -3.12 1.127
Sb 2.14 -0.81 0.17 1.806
Rb -1.17 0.21 0.10 0.840
F -4.74 1.26 -3.10 0.136
F -0.45 -2.26 3.96 0.167
F -0.20 -0.78 2.21 -0.146
F -5.76 0.03 -1.44 0.137
O -1.40 -2.83 1.92 0.022
O -3.64 -0.59 -2.29 -0.016
O -2.31 -1.02 3.35 0.053
O -3.97 1.49 -0.92 -0.035
N -2.87 -0.30 2.34 0.003
N -3.70 0.90 0.28 -0.097
N -1.94 -2.34 0.77 -0.025
N -3.20 -1.29 -1.21 0.002
C -2.22 -4.65 0.02 0.000
C 1.66 -3.77 0.87 -0.093
C 1.06 -3.12 -1.46 -0.104
C 0.41 5.81 0.25 -0.031
C 0.21 5.41 -1.09 -0.160
C 2.66 0.92 2.58 -0.114
C 2.11 -2.99 -0.36 -0.649
C -2.33 -3.16 -0.12 -0.284
C 0.36 6.30 -2.18 -0.031
C 2.58 -0.10 -2.78 -0.126
C -4.83 0.20 3.74 -0.009
C -0.27 4.56 -3.72 -0.142
C 0.14 5.88 -3.46 -0.068
C -3.07 -3.30 -2.61 -0.013
C 0.28 4.94 1.29 -0.066
C -0.41 3.67 -2.70 -0.595
C -0.07 3.59 1.05 -0.092
C 4.72 -0.34 1.86 -0.103
C -5.82 1.68 1.27 -0.006
C -2.90 -2.52 -1.34 -0.274
C -4.50 0.97 1.27 -0.261
C -0.17 4.05 -1.35 -0.242
C 3.30 0.22 -1.48 -0.657
C 2.88 -1.52 3.09 -0.096
C 4.77 -0.18 -1.58 -0.090
C -0.26 3.22 -0.24 -0.007
C 3.22 -0.42 2.10 -0.656
C 3.18 1.72 -1.17 -0.111
C -4.01 0.26 2.49 -0.252
C 3.48 -3.45 -0.84 -0.093
B -1.11 -1.73 2.88 -1.100
B -4.57 0.54 -1.94 -1.148
H 0.65 7.32 -1.97 0.115
H 0.68 6.85 0.43 0.116
H -3.32 -2.61 -3.42 0.077
H 3.74 1.99 -0.26 0.071
H -5.84 2.46 2.03 0.082
H -2.83 -4.97 0.87 0.094
H 0.76 -3.37 1.33 0.071
H 1.45 -4.80 0.57 0.099
H 1.33 -2.57 -2.36 0.065
H 4.27 -3.21 -0.13 0.079
H -0.15 2.90 1.88 0.105
H 3.60 2.30 -2.00 0.099
H 1.81 -1.71 3.15 0.067
H 3.19 1.23 3.49 0.099
H -0.47 4.25 -4.74 0.095
H 4.99 0.55 1.28 0.067
H 3.73 -3.02 -1.81 0.066
H -2.54 -5.17 -0.87 0.069
H 3.22 -1.21 4.08 0.103
H 0.08 -2.77 -1.11 0.065
H -5.79 -0.29 3.55 0.086
H 2.78 1.71 1.84 0.065
H 0.26 6.57 -4.29 0.108
H 5.22 -0.26 2.83 0.100
H 0.43 5.27 2.31 0.109
H 2.44 -3.81 1.63 0.068
H 1.50 0.07 -2.72 0.016
H 3.40 -2.45 2.84 0.074
H 2.14 2.03 -1.04 0.060
H 0.95 -4.18 -1.73 0.103
H -5.05 1.20 4.12 0.082
H -3.89 -4.02 -2.51 0.089
H 3.46 -4.54 -0.95 0.101
H 2.76 -1.13 -3.09 0.069
H 2.96 0.55 -3.58 0.099
H 4.88 -1.25 -1.80 0.064
H -2.16 -3.84 -2.87 0.075
H -6.62 0.97 1.48 0.090
H 1.60 0.82 2.83 0.075
H 5.34 0.06 -0.69 0.058
H -4.30 -0.35 4.51 0.075
H -1.19 -4.92 0.26 0.071
H -5.98 2.12 0.29 0.080
H 5.11 -1.23 1.37 0.077
H 5.21 0.37 -2.42 0.101
```

For the HOMO energy (alpha / beta), the calculation gives -0.264 / -0.266 Eh. The value obtained for the HOMO-LUMO gap (alpha / beta) is 0.126 / 0.221 hartree. The spin multiplicity is 1. Its max |F| is 1.8 eV Å⁻¹.

=====

No. 6
Below is a structure of composition C26H29N2O3V at a distorted geometry, with properties calculated with ωB97M-V/def2-TZVPD.

XYZ file:
```
61
Properties=species:S:1:pos:R:3:nbo_charge:R:1
V -0.37 1.35 -0.11 1.142
O -0.22 4.73 0.54 -0.606
O 2.70 -0.69 -0.72 -0.530
O 2.51 1.09 1.10 -0.594
N 1.01 2.74 0.46 -0.749
N 1.84 -2.82 -0.10 -0.689
C 3.04 3.48 1.44 -0.506
C 1.45 -0.85 -3.31 -0.618
C -0.87 -3.75 0.42 -0.254
C 0.51 1.93 -2.55 -0.284
C 0.19 -0.70 -2.44 -0.045
C -0.27 0.74 -2.39 -0.075
C -2.22 -4.05 0.65 -0.158
C 1.80 -1.51 -0.62 0.713
C -0.91 -1.61 -3.00 -0.596
C -1.59 1.12 -1.92 -0.420
C -0.09 -3.24 1.47 -0.047
C -0.64 -3.11 2.75 -0.208
C -2.78 -3.86 1.92 -0.240
C -1.66 -0.09 0.93 -0.308
C 0.41 -1.05 -0.94 -0.475
C 1.37 -2.88 1.31 -0.236
C -0.58 0.26 1.83 -0.362
C 2.08 4.65 1.38 -0.508
C -1.57 2.55 -1.74 -0.281
C -1.86 2.15 1.46 -0.318
C 2.22 2.28 0.97 0.692
C -1.98 -3.39 2.97 -0.200
C 0.81 4.10 0.74 0.688
C -2.42 1.09 0.69 -0.292
C -0.75 1.63 2.18 -0.206
C -0.31 3.03 -2.16 -0.205
H 2.45 5.47 0.76 0.235
H 1.28 -0.46 -4.33 0.218
H 0.41 -0.13 -0.25 0.141
H -2.27 3.15 1.55 0.265
H -1.23 -1.28 -3.99 0.221
H -1.92 -1.09 0.61 0.244
H -1.81 -1.63 -2.35 0.204
H -2.44 3.14 -1.45 0.233
H 1.53 -1.89 1.79 0.207
H -2.83 -4.44 -0.17 0.210
H -3.84 -4.07 2.09 0.218
H 1.83 5.03 2.37 0.232
H 0.01 -2.77 3.56 0.213
H -0.19 2.15 2.96 0.245
H -2.40 -3.24 3.96 0.219
H -0.54 -2.64 -3.10 0.210
H 2.29 -0.32 -2.86 0.246
H 0.14 -0.43 2.26 0.248
H -2.45 0.45 -1.88 0.246
H 1.51 1.97 -2.99 0.245
H -0.03 4.08 -2.23 0.244
H 1.70 -1.91 -3.40 0.206
H 2.00 -3.60 1.86 0.229
H 2.75 -3.25 -0.24 0.395
H -3.35 1.13 0.12 0.244
H 3.90 3.62 0.79 0.235
H -0.31 -1.77 -0.57 0.257
H 3.40 3.29 2.46 0.231
H -0.41 -3.90 -0.57 0.235
```

For the HOMO energy (alpha / beta), the calculation gives -0.260 / -0.303 Eh. The value obtained for the HOMO-LUMO gap (alpha / beta) is 0.275 / 0.323 hartree. Its expectation value of S² is 2.03. The spin multiplicity is 3. Its max |F| is 4.7 eV Å⁻¹.

=====

No. 7
Below is a structure of composition C15H8BClF4IN3OPt at a distorted geometry, with properties calculated with ωB97M-V/def2-TZVPD.

XYZ file:
```
35
Properties=species:S:1:pos:R:3:nbo_charge:R:1
Pt 0.13 -0.09 0.11 1.204
I 0.01 0.27 -4.95 0.181
Cl -1.26 5.67 -3.61 0.019
F -3.77 -0.75 1.44 -0.569
F -2.22 -0.49 -0.18 -0.625
F -4.22 -1.51 -0.65 -0.538
F -4.13 0.73 -0.24 -0.551
O 0.22 0.31 -1.87 -0.707
N 0.17 0.04 7.40 -0.224
N -0.13 2.26 0.03 -0.458
N 0.19 -0.46 2.08 -0.477
C -0.31 2.55 -1.27 0.086
C -0.83 4.10 -3.08 -0.060
C -0.63 3.09 -4.00 -0.214
C -0.76 4.47 0.62 -0.260
C -0.89 4.83 -0.69 -0.099
C 0.18 -0.09 6.26 0.242
C -0.68 3.86 -1.69 -0.098
C -0.11 1.49 -2.22 0.396
C 0.18 -0.24 4.85 -0.095
C -0.28 1.82 -3.58 -0.246
C 1.34 -0.44 2.77 0.053
C -0.37 3.17 0.95 0.068
C -0.97 -0.41 2.76 0.056
C 1.38 -0.32 4.14 -0.203
C -1.01 -0.28 4.13 -0.179
B -3.67 -0.52 0.08 1.348
H -0.23 2.88 1.98 0.202
H -1.15 5.83 -0.98 0.241
H 2.33 -0.29 4.66 0.251
H -1.89 -0.47 2.19 0.293
H -0.95 5.19 1.40 0.234
H -1.96 -0.22 4.63 0.258
H -0.76 3.30 -5.05 0.245
H 2.25 -0.53 2.20 0.226
```

For the HOMO energy (alpha / beta), the calculation gives -0.297 / -0.297 Eh. The value obtained for the HOMO-LUMO gap (alpha / beta) is 0.195 / 0.196 hartree. The spin multiplicity is 1. Its max |F| is 3.0 eV Å⁻¹.

=====

No. 8
Below is a structure of composition C20H19FFeO8S at a distorted geometry, with properties calculated with ωB97M-V/def2-TZVPD.

XYZ file:
```
50
Properties=species:S:1:pos:R:3:lowdin_charge:R:1
Fe 0.47 4.57 1.35 0.217
S 0.76 -2.86 -1.26 0.793
F -1.23 -1.19 -0.55 0.044
O -0.49 -1.65 2.08 0.125
O -2.27 4.13 0.43 -0.088
O 2.73 5.71 -0.01 0.119
O -0.10 7.24 2.26 0.117
O 1.63 -2.12 1.34 -0.025
O 2.30 4.39 3.56 0.122
O 2.04 -2.42 -1.76 -0.295
O 0.62 -4.04 -0.42 -0.309
C 1.74 5.23 0.39 -0.180
C 0.34 -1.73 1.20 -0.481
C -1.60 -5.05 -3.78 -0.064
C -1.84 -4.17 -4.83 -0.072
C 3.17 -3.42 2.59 -0.061
C -0.19 3.37 -0.55 -0.073
C 0.34 0.99 -0.03 -0.038
C 1.94 -2.56 2.69 -0.201
C 0.36 2.06 -0.87 -0.054
C -1.28 -2.89 -4.81 -0.069
C -1.12 3.40 0.55 -0.373
C 1.47 4.35 2.74 -0.179
C -0.09 1.25 1.39 -0.150
C -0.67 2.64 1.67 -0.074
C -0.29 -3.36 -2.66 -0.261
C -3.38 3.91 1.32 -0.035
C 0.09 -1.37 -0.27 -0.225
C -0.49 -2.48 -3.73 -0.060
C -0.81 -4.65 -2.69 -0.050
C -0.02 6.15 1.87 -0.165
H -2.01 -6.06 -3.79 0.110
H -0.88 0.51 1.65 0.118
H -2.45 -4.48 -5.68 0.108
H 0.85 1.99 -1.85 0.117
H -0.03 -1.50 -3.70 0.118
H -4.07 3.23 0.82 0.098
H 2.95 -4.32 2.00 0.085
H 0.59 -0.16 -0.41 0.073
H -0.62 -5.34 -1.87 0.112
H -1.45 -2.19 -5.63 0.108
H -0.33 4.10 -1.35 0.131
H 1.09 -3.12 3.08 0.130
H -1.14 2.74 2.65 0.118
H 3.47 -3.72 3.59 0.081
H 4.00 -2.89 2.11 0.086
H 0.71 1.05 2.13 0.135
H 2.12 -1.67 3.31 0.133
H -3.10 3.52 2.31 0.087
H -3.86 4.89 1.43 0.096
```

For the HOMO energy (alpha / beta), the calculation gives -0.240 / -0.318 Eh. The value obtained for the HOMO-LUMO gap (alpha / beta) is 0.244 / 0.251 hartree. Its expectation value of S² is 6.08. The spin multiplicity is 5. Its max |F| is 5.1 eV Å⁻¹.